No. 1
The following is a quantum chemistry calculation of 7 unconnected molecules or ions with the total composition C54H47IN5O28S in a non-equilibrium geometry, from the Open Molecules 2025 dataset.

Results
Molar mass   1372.95 g mol⁻¹
Multiplicity   1
Kohn-Sham gap   6.6 eV
E   -140464.945 eV
HOMO level   -10.84 eV
Net charge   +1

Bonds (Å) are listed after each position.
Cartesian coordinates (Å):
1 C -3.900 -3.103 -5.852  C2 1.539, H30 1.090, H31 1.089, H32 1.090
2 C -3.174 -3.686 -7.078  C1 1.539, C3 1.530, H33 1.087, H34 1.093
3 C -1.782 -3.088 -7.293  C2 1.530, N4 1.480, H35 1.096, H36 1.090
4 N -1.824 -1.626 -7.067  C3 1.480, C5 1.405, H37 1.013
5 C -0.590 -0.977 -7.241  N4 1.405, C6 1.399, C25 1.394
6 C -0.162 -0.511 -8.490  C5 1.399, C7 1.509, C14 1.384
7 C -1.102 -0.703 -9.654  C6 1.509, O8 1.189, O9 1.357
8 O -0.906 -1.483 -10.529  C7 1.189
9 O -2.236 0.041 -9.586  C7 1.357, N10 1.455
10 N -1.881 1.395 -9.189  O9 1.455, C11 1.280
11 C -2.459 1.744 -8.102  N10 1.280, C12 1.501, C13 1.495
12 C -1.749 2.748 -7.241  C11 1.501, H38 1.089, H39 1.089, H40 1.093
13 C -3.775 1.218 -7.625  C11 1.495, H41 1.086, H42 1.088, H43 1.097
14 C 1.062 0.117 -8.640  C6 1.384, C15 1.369, H44 1.080
15 C 1.840 0.288 -7.526  C14 1.369, N16 1.342, H45 1.080
16 N 1.427 -0.126 -6.318  C15 1.342, C17 1.479, C25 1.352
17 C 2.302 0.160 -5.161  N16 1.479, C18 1.544, H46 1.086, H47 1.085
18 C 1.753 1.416 -4.450  C17 1.544, S19 1.810, H48 1.088, H49 1.089
19 S 1.931 1.313 -2.651  C18 1.810, C20 1.739
20 C 0.348 1.898 -2.231  S19 1.739, N21 1.283, O24 1.353
21 N -0.298 2.875 -2.754  C20 1.283, N22 1.391
22 N -1.526 2.927 -2.104  N21 1.391, C23 1.284
23 C -1.496 1.996 -1.220  N22 1.284, O24 1.349, H50 1.081
24 O -0.349 1.285 -1.246  C20 1.353, C23 1.349
25 C 0.250 -0.769 -6.148  C5 1.394, N16 1.352, C26 1.503
26 C -0.177 -1.232 -4.782  C25 1.503, C27 1.527, H51 1.091, H52 1.090
27 C 0.649 -2.375 -4.196  C26 1.527, O28 1.179, I29 2.152
28 O 0.718 -2.545 -3.031  C27 1.179
29 I 1.743 -3.680 -5.512  C27 2.152
30 H -3.208 -2.744 -5.090  C1 1.090
31 H -4.554 -3.835 -5.381  C1 1.089
32 H -4.531 -2.274 -6.171  C1 1.090
33 H -3.122 -4.771 -7.043  C2 1.087
34 H -3.757 -3.408 -7.960  C2 1.093
35 H -1.476 -3.284 -8.327  C3 1.096
36 H -1.045 -3.544 -6.633  C3 1.090
37 H -2.546 -1.197 -7.635  N4 1.013
38 H -2.172 3.750 -7.294  C12 1.089
39 H -0.693 2.769 -7.504  C12 1.089
40 H -1.814 2.385 -6.213  C12 1.093
41 H -4.233 0.543 -8.343  C13 1.086
42 H -4.436 2.034 -7.340  C13 1.088
43 H -3.613 0.634 -6.710  C13 1.097
44 H 1.387 0.473 -9.607  C14 1.080
45 H 2.789 0.798 -7.593  C15 1.080
46 H 3.293 0.394 -5.540  C17 1.086
47 H 2.357 -0.690 -4.490  C17 1.085
48 H 2.169 2.334 -4.860  C18 1.088
49 H 0.684 1.468 -4.649  C18 1.089
50 H -2.285 1.744 -0.526  C23 1.081
51 H -0.098 -0.392 -4.090  C26 1.091
52 H -1.216 -1.551 -4.851  C26 1.090
53 C 5.427 -1.472 0.971  C54 1.344, C59 1.446, H63 1.081
54 C 6.220 -0.705 1.738  C53 1.344, C55 1.514, O62 1.321
55 C 5.770 0.653 2.237  C54 1.514, O56 1.215, C57 1.453
56 O 6.530 1.285 2.942  C55 1.215
57 C 4.455 1.127 1.840  C55 1.453, C58 1.335, H64 1.080
58 C 3.676 0.355 1.077  C57 1.335, C59 1.503, O61 1.333
59 C 4.109 -1.003 0.601  C53 1.446, C58 1.503, O60 1.220
60 O 3.319 -1.634 -0.083  C59 1.220
61 O 2.459 0.728 0.682  C58 1.333, H65 0.978
62 O 7.431 -1.083 2.107  C54 1.321, H66 0.977
63 H 5.737 -2.443 0.611  C53 1.081
64 H 4.140 2.100 2.185  C57 1.080
65 H 2.108 -0.019 0.157  O61 0.978
66 H 7.818 -0.376 2.659  O62 0.977
67 C 1.358 3.326 3.559  C68 1.340, C73 1.450, H77 1.082
68 C 2.271 3.417 4.535  C67 1.340, C69 1.506, O76 1.327
69 C 2.005 4.170 5.812  C68 1.506, O70 1.216, C71 1.451
70 O 2.879 4.186 6.657  C69 1.216
71 C 0.724 4.835 5.963  C69 1.451, C72 1.339, H78 1.081
72 C -0.190 4.748 4.988  C71 1.339, C73 1.508, O75 1.327
73 C 0.069 3.970 3.723  C67 1.450, C72 1.508, O74 1.219
74 O -0.823 3.925 2.895  C73 1.219
75 O -1.383 5.325 5.052  C72 1.327, H79 0.977
76 O 3.471 2.853 4.456  C68 1.327, H80 0.978
77 H 1.538 2.783 2.641  C67 1.082
78 H 0.551 5.384 6.877  C71 1.081
79 H -1.838 5.099 4.218  O75 0.977
80 H 3.933 3.064 5.292  O76 0.978
81 C 10.253 4.182 2.265  C82 1.342, C87 1.448, H91 1.081
82 C 9.735 3.162 2.967  C81 1.342, C83 1.511, O90 1.325
83 C 10.162 1.734 2.719  C82 1.511, O84 1.219, C85 1.449
84 O 9.668 0.855 3.406  C83 1.219
85 C 11.136 1.474 1.678  C83 1.449, C86 1.341, H92 1.081
86 C 11.647 2.496 0.978  C85 1.341, C87 1.508, O89 1.324
87 C 11.242 3.924 1.240  C81 1.448, C86 1.508, O88 1.217
88 O 11.772 4.788 0.565  C87 1.217
89 O 12.539 2.342 0.011  C86 1.324, H93 0.978
90 O 8.826 3.346 3.913  C82 1.325, H94 0.976
91 H 9.958 5.208 2.435  C81 1.081
92 H 11.422 0.447 1.501  C85 1.081
93 H 12.737 3.241 -0.319  O89 0.978
94 H 8.602 2.466 4.271  O90 0.976
95 C -0.858 0.832 10.419  C96 1.340, C101 1.450, H105 1.081
96 C -0.100 0.958 9.321  C95 1.340, C97 1.508, O104 1.326
97 C -0.682 1.375 7.993  C96 1.508, O98 1.219, C99 1.447
98 O 0.086 1.482 7.052  C97 1.219
99 C -2.105 1.621 7.906  C97 1.447, C100 1.341, H106 1.081
100 C -2.865 1.492 9.003  C99 1.341, C101 1.510, O103 1.323
101 C -2.281 1.098 10.339  C95 1.450, C100 1.510, O102 1.216
102 O -3.046 1.024 11.281  C101 1.216
103 O -4.172 1.696 9.010  C100 1.323, H107 0.978
104 O 1.206 0.733 9.309  C96 1.326, H108 0.977
105 H -0.451 0.535 11.375  C95 1.081
106 H -2.514 1.905 6.946  C99 1.081
107 H -4.466 1.538 9.930  O103 0.978
108 H 1.503 0.903 8.394  O104 0.977
109 C -4.136 -3.001 1.509  C110 1.341, C115 1.450, H119 1.081
110 C -3.366 -1.904 1.540  C109 1.341, C111 1.506, O118 1.327
111 C -3.586 -0.743 0.606  C110 1.506, O112 1.223, C113 1.445
112 O -2.842 0.220 0.721  C111 1.223
113 C -4.648 -0.828 -0.371  C111 1.445, C114 1.342, H120 1.081
114 C -5.419 -1.925 -0.409  C113 1.342, C115 1.512, O117 1.322
115 C -5.216 -3.081 0.545  C109 1.450, C114 1.512, O116 1.217
116 O -5.982 -4.020 0.436  C115 1.217
117 O -6.409 -2.086 -1.269  C114 1.322, H121 0.979
118 O -2.358 -1.754 2.389  C110 1.327, H122 0.976
119 H -3.986 -3.837 2.179  C109 1.081
120 H -4.788 0.005 -1.047  C113 1.081
121 H -6.800 -2.961 -1.071  O117 0.979
122 H -1.970 -0.877 2.209  O118 0.976
123 C -7.380 -5.139 3.292  C124 1.342, C129 1.446, H133 1.081
124 C -8.562 -5.129 3.926  C123 1.342, C125 1.510, O132 1.324
125 C -8.664 -5.107 5.432  C124 1.510, O126 1.216, C127 1.450
126 O -9.779 -5.080 5.916  C125 1.216
127 C -7.439 -5.122 6.208  C125 1.450, C128 1.340, H134 1.081
128 C -6.259 -5.136 5.574  C127 1.340, C129 1.509, O131 1.327
129 C -6.160 -5.131 4.068  C123 1.446, C128 1.509, O130 1.221
130 O -5.040 -5.125 3.582  C129 1.221
131 O -5.093 -5.152 6.207  C128 1.327, H135 0.977
132 O -9.725 -5.136 3.294  C124 1.324, H136 0.978
133 H -7.294 -5.152 2.215  C123 1.081
134 H -7.520 -5.123 7.286  C127 1.081
135 H -4.407 -5.158 5.512  O131 0.977
136 H -10.412 -5.124 3.990  O132 0.978


No. 2
The following is a quantum chemistry calculation of 9 unconnected molecules or ions with the total composition C66H66N10O21 in a non-equilibrium geometry, from the Open Molecules 2025 dataset.

Results
Molar mass   1335.30 g mol⁻¹
SMILES string   CN(C)C(=O)C[C@]1(COc2ccccc2)OC(=O)O[C@@H]1CCCCN.O=[N+]([O-])c1ccccc1.O=[N+]([O-])c1ccccc1.O=[N+]([O-])c1ccccc1.O=[N+]([O-])c1ccccc1.O=[N+]([O-])c1ccccc1.O=[N+]([O-])c1ccccc1.O=[N+]([O-])c1ccccc1.O=[N+]([O-])c1ccccc1
Multiplicity   1
Kohn-Sham gap   7.9 eV
E   -127389.662 eV
HOMO level   -8.65 eV
Net charge   0

Bonds (Å) are listed after each position.
Cartesian coordinates (Å):
1 C 1.855 1.275 -0.664  N2 1.464, H26 1.081, H27 1.089, H28 1.087
2 N 0.524 1.493 -1.232  C1 1.464, C3 1.470, C4 1.388
3 C -0.546 1.179 -0.274  N2 1.470, H29 1.084, H30 1.086, H31 1.085
4 C 0.267 0.993 -2.502  N2 1.388, O5 1.214, C6 1.522
5 O -0.798 1.226 -3.034  C4 1.214
6 C 1.288 0.178 -3.282  C4 1.522, C7 1.537, H32 1.086, H33 1.083
7 C 1.153 -1.328 -3.007  C6 1.537, C8 1.538, O16 1.443, C20 1.532
8 C -0.031 -1.771 -3.884  C7 1.538, O9 1.408, H34 1.089, H35 1.086
9 O -0.557 -3.041 -3.580  C8 1.408, C10 1.378
10 C -1.341 -3.104 -2.448  O9 1.378, C11 1.384, C15 1.399
11 C -1.999 -2.045 -1.846  C10 1.384, C12 1.397, H36 1.080
12 C -2.727 -2.244 -0.671  C11 1.397, C13 1.396, H37 1.079
13 C -2.807 -3.504 -0.075  C12 1.396, C14 1.389, H38 1.077
14 C -2.166 -4.565 -0.700  C13 1.389, C15 1.391, H39 1.080
15 C -1.437 -4.374 -1.869  C10 1.399, C14 1.391, H40 1.079
16 O 0.950 -1.470 -1.586  C7 1.443, C17 1.348
17 C 1.412 -2.675 -1.198  O16 1.348, O18 1.174, O19 1.350
18 O 1.316 -3.129 -0.119  C17 1.174
19 O 2.002 -3.272 -2.255  C17 1.350, C20 1.444
20 C 2.385 -2.224 -3.173  C7 1.532, O19 1.444, C21 1.534, H41 1.084
21 C 3.769 -1.613 -2.921  C20 1.534, C22 1.543, H42 1.086, H43 1.084
22 C 4.578 -2.199 -1.745  C21 1.543, C23 1.527, H44 1.089, H45 1.085
23 C 4.418 -1.344 -0.489  C22 1.527, C24 1.549, H46 1.090, H47 1.089
24 C 5.448 -1.597 0.639  C23 1.549, N25 1.484, H48 1.086, H49 1.085
25 N 4.804 -1.299 1.943  C24 1.484, H50 1.016, H51 1.016
26 H 2.642 1.492 -1.373  C1 1.081
27 H 1.982 1.996 0.143  C1 1.089
28 H 1.982 0.294 -0.213  C1 1.087
29 H -1.406 1.800 -0.497  C3 1.084
30 H -0.828 0.130 -0.292  C3 1.086
31 H -0.206 1.462 0.717  C3 1.085
32 H 1.056 0.338 -4.331  C6 1.086
33 H 2.283 0.576 -3.130  C6 1.083
34 H 0.375 -1.832 -4.893  C8 1.089
35 H -0.793 -0.999 -3.934  C8 1.086
36 H -1.969 -1.045 -2.253  C11 1.080
37 H -3.228 -1.398 -0.224  C12 1.079
38 H -3.347 -3.653 0.845  C13 1.077
39 H -2.201 -5.555 -0.269  C14 1.080
40 H -0.926 -5.189 -2.358  C15 1.079
41 H 2.402 -2.716 -4.139  C20 1.084
42 H 4.342 -1.777 -3.829  C21 1.086
43 H 3.731 -0.539 -2.778  C21 1.084
44 H 5.628 -2.133 -2.024  C22 1.089
45 H 4.342 -3.242 -1.554  C22 1.085
46 H 3.442 -1.505 -0.033  C23 1.090
47 H 4.449 -0.293 -0.772  C23 1.089
48 H 6.259 -0.882 0.542  C24 1.086
49 H 5.783 -2.629 0.644  C24 1.085
50 H 4.258 -0.453 1.805  N25 1.016
51 H 4.094 -2.009 2.099  N25 1.016
52 O 2.857 1.283 3.285  N53 1.215
53 N 2.834 2.488 3.135  O52 1.215, O54 1.216, C55 1.470
54 O 3.752 3.143 2.678  N53 1.216
55 C 1.609 3.202 3.522  N53 1.470, C56 1.383, C60 1.382
56 C 0.553 2.486 4.058  C55 1.383, C57 1.384, H61 1.081
57 C -0.592 3.167 4.432  C56 1.384, C58 1.390, H62 1.082
58 C -0.668 4.545 4.267  C57 1.390, C59 1.389, H63 1.082
59 C 0.399 5.249 3.722  C58 1.389, C60 1.386, H64 1.075
60 C 1.547 4.572 3.342  C55 1.382, C59 1.386, H65 1.078
61 H 0.609 1.414 4.184  C56 1.081
62 H -1.425 2.621 4.855  C57 1.082
63 H -1.563 5.074 4.568  C58 1.082
64 H 0.337 6.314 3.592  C59 1.075
65 H 2.379 5.107 2.914  C60 1.078
66 O -7.808 -0.918 -4.568  N67 1.219
67 N -7.413 -1.531 -5.546  O66 1.219, O68 1.214, C69 1.466
68 O -8.145 -2.088 -6.339  N67 1.214
69 C -5.971 -1.543 -5.808  N67 1.466, C70 1.383, C74 1.384
70 C -5.125 -0.907 -4.917  C69 1.383, C71 1.385, H75 1.080
71 C -3.766 -0.897 -5.182  C70 1.385, C72 1.387, H76 1.082
72 C -3.282 -1.522 -6.321  C71 1.387, C73 1.388, H77 1.083
73 C -4.145 -2.159 -7.204  C72 1.388, C74 1.383, H78 1.080
74 C -5.504 -2.174 -6.948  C69 1.384, C73 1.383, H79 1.080
75 H -5.516 -0.422 -4.035  C70 1.080
76 H -3.077 -0.407 -4.506  C71 1.082
77 H -2.220 -1.515 -6.528  C72 1.083
78 H -3.755 -2.634 -8.091  C73 1.080
79 H -6.186 -2.657 -7.632  C74 1.080
80 O 2.112 7.531 2.672  N81 1.219
81 N 2.735 7.668 3.711  O80 1.219, O82 1.214, C83 1.469
82 O 2.319 7.362 4.809  N81 1.214
83 C 4.086 8.240 3.625  N81 1.469, C84 1.383, C88 1.383
84 C 4.573 8.627 2.390  C83 1.383, C85 1.385, H89 1.080
85 C 5.840 9.181 2.317  C84 1.385, C86 1.389, H90 1.081
86 C 6.598 9.338 3.470  C85 1.389, C87 1.389, H91 1.082
87 C 6.094 8.936 4.700  C86 1.389, C88 1.385, H92 1.081
88 C 4.827 8.382 4.783  C83 1.383, C87 1.385, H93 1.080
89 H 3.978 8.501 1.498  C84 1.080
90 H 6.235 9.493 1.361  C85 1.081
91 H 7.586 9.775 3.410  C86 1.082
92 H 6.687 9.055 5.595  C87 1.081
93 H 4.428 8.069 5.736  C88 1.080
94 O 7.644 -6.188 3.068  N95 1.213
95 N 6.729 -6.863 3.487  O94 1.213, O96 1.219, C97 1.467
96 O 6.846 -7.739 4.326  N95 1.219
97 C 5.386 -6.605 2.955  N95 1.467, C98 1.382, C102 1.387
98 C 5.219 -5.636 1.985  C97 1.382, C99 1.380, H103 1.081
99 C 3.961 -5.401 1.467  C98 1.380, C100 1.384, H104 1.082
100 C 2.879 -6.122 1.941  C99 1.384, C101 1.389, H105 1.083
101 C 3.047 -7.093 2.920  C100 1.389, C102 1.389, H106 1.081
102 C 4.313 -7.342 3.433  C97 1.387, C101 1.389, H107 1.080
103 H 6.062 -5.069 1.618  C98 1.081
104 H 3.819 -4.649 0.702  C99 1.082
105 H 1.896 -5.929 1.531  C100 1.083
106 H 2.198 -7.653 3.284  C101 1.081
107 H 4.457 -8.094 4.195  C102 1.080
108 O -9.403 3.985 -8.255  N109 1.218
109 N -10.565 3.844 -7.917  O108 1.218, O110 1.213, C111 1.471
110 O -11.465 4.597 -8.226  N109 1.213
111 C -10.897 2.683 -7.077  N109 1.471, C112 1.382, C116 1.383
112 C -9.883 1.831 -6.684  C111 1.382, C113 1.386, H117 1.080
113 C -10.187 0.745 -5.879  C112 1.386, C114 1.388, H118 1.083
114 C -11.499 0.526 -5.482  C113 1.388, C115 1.390, H119 1.082
115 C -12.508 1.389 -5.892  C114 1.390, C116 1.386, H120 1.081
116 C -12.210 2.479 -6.696  C111 1.383, C115 1.386, H121 1.080
117 H -8.864 2.008 -6.996  C112 1.080
118 H -9.391 0.080 -5.567  C113 1.083
119 H -11.735 -0.321 -4.850  C114 1.082
120 H -13.530 1.215 -5.584  C115 1.081
121 H -12.990 3.154 -7.016  C116 1.080
122 O -4.374 0.025 -9.161  N123 1.214
123 N -3.679 0.989 -8.911  O122 1.214, O124 1.216, C125 1.471
124 O -2.468 0.960 -8.812  N123 1.216
125 C -4.364 2.271 -8.687  N123 1.471, C126 1.384, C130 1.382
126 C -5.747 2.307 -8.745  C125 1.384, C127 1.386, H131 1.080
127 C -6.397 3.507 -8.508  C126 1.386, C128 1.389, H132 1.082
128 C -5.659 4.649 -8.223  C127 1.389, C129 1.389, H133 1.082
129 C -4.272 4.595 -8.177  C128 1.389, C130 1.386, H134 1.081
130 C -3.614 3.398 -8.409  C125 1.382, C129 1.386, H135 1.080
131 H -6.312 1.414 -8.968  C126 1.080
132 H -7.477 3.552 -8.543  C127 1.082
133 H -6.169 5.585 -8.033  C128 1.082
134 H -3.701 5.486 -7.956  C129 1.081
135 H -2.536 3.348 -8.370  C130 1.080
136 O -0.401 -0.756 5.559  N137 1.214
137 N -1.047 -0.182 6.412  O136 1.214, O138 1.216, C139 1.470
138 O -2.183 0.224 6.258  N137 1.216
139 C -0.412 0.043 7.719  N137 1.470, C140 1.383, C144 1.383
140 C 0.892 -0.376 7.912  C139 1.383, C141 1.386, H145 1.080
141 C 1.489 -0.148 9.142  C140 1.386, C142 1.388, H146 1.082
142 C 0.781 0.488 10.152  C141 1.388, C143 1.389, H147 1.082
143 C -0.530 0.896 9.939  C142 1.389, C144 1.385, H148 1.081
144 C -1.135 0.674 8.714  C139 1.383, C143 1.385, H149 1.080
145 H 1.438 -0.870 7.122  C140 1.080
146 H 2.510 -0.465 9.308  C141 1.082
147 H 1.253 0.668 11.109  C142 1.082
148 H -1.080 1.390 10.728  C143 1.081
149 H -2.153 0.989 8.540  C144 1.080
150 O 5.189 -1.675 9.009  N151 1.218
151 N 5.286 -2.186 7.908  O150 1.218, O152 1.212, C153 1.471
152 O 5.047 -1.616 6.864  N151 1.212
153 C 5.715 -3.591 7.838  N151 1.471, C154 1.383, C158 1.383
154 C 5.959 -4.278 9.013  C153 1.383, C155 1.385, H159 1.080
155 C 6.344 -5.607 8.942  C154 1.385, C156 1.389, H160 1.081
156 C 6.483 -6.226 7.706  C155 1.389, C157 1.388, H161 1.082
157 C 6.242 -5.517 6.538  C156 1.388, C158 1.386, H162 1.077
158 C 5.854 -4.188 6.599  C153 1.383, C157 1.386, H163 1.081
159 H 5.849 -3.789 9.970  C154 1.080
160 H 6.534 -6.160 9.851  C155 1.081
161 H 6.780 -7.266 7.651  C156 1.082
162 H 6.355 -6.005 5.584  C157 1.077
163 H 5.663 -3.630 5.693  C158 1.081


Q: Among the records above, which one has the lowest E?
A: C54H47IN5O28S


Q: Among the records above, which one has the highest net charge?
A: C54H47IN5O28S


Q: Which value of net charge does entry 1 give?
A: +1


Q: net charge of number 2 (C66H66N10O21)?
A: 0